# 1
Entry from the OMol25 dataset: 8 unconnected molecules or ions with the total composition C36H67FN8O2 (wB97M-V/def2-TZVPD).

Cartesian coordinates (Å):
C -2.560 -4.683 -0.893
O -1.781 -4.428 -2.053
C -0.607 -3.685 -1.759
C 0.086 -3.305 -3.048
O -0.414 -2.132 -3.662
C -0.114 -0.930 -2.971
C -1.380 -0.069 -2.916
C -1.421 0.917 -1.737
N -1.126 0.320 -0.431
C 1.062 -0.177 -3.643
C 2.152 0.060 -2.607
F 3.190 0.837 -3.115
H -3.368 -3.948 -0.824
H -1.957 -4.630 0.018
H -2.971 -5.690 -0.954
H -0.886 -2.795 -1.181
H 0.071 -4.289 -1.145
H 1.172 -3.250 -2.895
H -0.086 -4.117 -3.758
H 0.204 -1.132 -1.945
H -1.507 0.450 -3.869
H -2.233 -0.751 -2.823
H -0.757 1.759 -1.953
H -2.437 1.325 -1.698
H -1.198 -0.687 -0.457
H -0.195 0.586 -0.145
H 0.753 0.808 -3.997
H 1.464 -0.761 -4.471
H 2.559 -0.885 -2.237
H 1.726 0.573 -1.738
C -7.441 1.543 -2.762
C -6.040 1.634 -3.356
C -5.250 0.327 -3.224
C -5.077 -0.056 -1.821
N -4.926 -0.359 -0.723
H -7.403 1.344 -1.690
H -7.978 2.482 -2.904
H -8.013 0.747 -3.238
H -5.487 2.441 -2.869
H -6.107 1.886 -4.416
H -4.258 0.433 -3.669
H -5.765 -0.483 -3.739
C 4.383 -2.991 -1.706
C 4.670 -2.959 -0.210
C 4.552 -4.342 0.443
C 3.204 -4.893 0.276
N 2.142 -5.305 0.123
H 3.359 -3.316 -1.900
H 4.503 -1.998 -2.139
H 5.058 -3.670 -2.230
H 3.979 -2.269 0.279
H 5.677 -2.578 -0.036
H 4.770 -4.286 1.510
H 5.261 -5.039 -0.006
C 3.524 3.398 2.175
C 2.102 3.552 1.655
C 1.203 2.364 2.018
C 1.706 1.116 1.441
N 2.096 0.136 0.981
H 4.018 2.529 1.735
H 4.114 4.280 1.930
H 3.532 3.281 3.261
H 2.119 3.677 0.570
H 1.662 4.458 2.074
H 0.186 2.517 1.651
H 1.150 2.242 3.103
C -6.187 -4.907 -4.503
C -6.726 -4.666 -5.909
C -6.478 -3.235 -6.402
C -7.134 -2.252 -5.536
N -7.628 -1.483 -4.840
H -6.683 -4.267 -3.772
H -6.354 -5.941 -4.203
H -5.114 -4.712 -4.453
H -7.797 -4.875 -5.935
H -6.250 -5.355 -6.609
H -6.856 -3.101 -7.416
H -5.408 -3.017 -6.412
C 1.649 -2.939 5.915
C 1.071 -2.506 4.572
C 1.495 -1.088 4.168
C 1.041 -0.097 5.146
N 0.710 0.686 5.920
H 1.292 -2.299 6.724
H 1.350 -3.961 6.147
H 2.739 -2.894 5.907
H -0.019 -2.561 4.604
H 1.402 -3.193 3.791
H 1.080 -0.829 3.196
H 2.582 -1.019 4.096
C 6.231 2.335 7.180
C 4.785 2.521 6.737
C 3.865 1.384 7.199
C 4.291 0.096 6.646
N 4.642 -0.886 6.163
H 6.664 1.430 6.752
H 6.843 3.178 6.858
H 6.302 2.264 8.267
H 4.742 2.598 5.649
H 4.396 3.458 7.138
H 2.838 1.562 6.876
H 3.866 1.308 8.287
C 0.051 6.747 -0.333
C 0.138 8.078 0.405
C 1.580 8.568 0.581
C 2.373 7.614 1.361
N 2.965 6.849 1.980
H 0.555 5.953 0.220
H -0.989 6.449 -0.465
H 0.509 6.815 -1.322
H -0.333 7.986 1.385
H -0.417 8.840 -0.145
H 1.601 9.529 1.095
H 2.061 8.699 -0.389

Calculated values
Strongest force on any atom   0.839 eV/Å
Charge   0
E   -2100.231067 Ha
Kohn-Sham gap   9.613 eV
E_LUMO   0.517 eV
SMILES   COCCO[C@H](CCN)CCF.CCCC#N.CCCC#N.CCCC#N.CCCC#N.CCCC#N.CCCC#N.CCCC#N


# 2
Entry from the OMol25 dataset: a molecular structure, C32H32BrN6O3S7Tl (wB97M-V/def2-TZVPD).

Cartesian coordinates (Å):
Tl 0.041 0.560 0.067
S 5.367 -4.932 -3.665
C 4.231 -3.908 -2.979
S 4.449 -3.065 -1.510
C 2.917 -2.192 -1.414
C 2.076 -2.423 -2.457
S 0.485 -1.807 -2.761
S 2.704 -3.551 -3.657
S 2.752 -1.173 -0.012
C 3.374 3.779 2.983
N 3.685 2.957 1.836
C 4.532 1.857 1.849
C 4.516 1.325 0.624
N 3.659 2.093 -0.156
C 3.144 3.136 0.593
S 2.201 4.448 0.141
C 3.276 1.708 -1.479
C 4.178 1.038 -2.294
C 3.752 0.679 -3.559
C 2.469 1.015 -3.964
C 1.655 1.674 -3.060
N 2.054 2.009 -1.838
H 4.188 4.475 3.198
H 3.196 3.141 3.849
H 2.478 4.348 2.752
H 5.038 1.530 2.740
H 4.960 0.416 0.263
H 5.170 0.788 -1.945
H 4.415 0.129 -4.215
H 2.092 0.726 -4.936
H 0.623 1.911 -3.301
O -0.478 -5.509 -4.655
C -1.851 -5.290 -4.434
N -2.119 -3.895 -4.195
C -2.761 -3.456 -3.077
O -3.268 -4.200 -2.254
C -2.773 -1.969 -2.933
C -3.028 -1.105 -3.981
C -2.955 0.263 -3.754
C -2.610 0.702 -2.489
N -2.375 -0.128 -1.468
C -2.456 -1.429 -1.694
H 0.019 -5.165 -3.898
H -2.238 -5.836 -3.574
H -2.352 -5.638 -5.337
H -1.549 -3.232 -4.698
H -3.294 -1.491 -4.958
H -3.141 0.979 -4.543
H -2.512 1.763 -2.283
H -2.232 -2.091 -0.866
Br -0.300 -3.929 6.053
C -0.201 -2.991 4.403
C 0.914 -2.228 4.113
C 0.932 -1.556 2.902
N -0.064 -1.597 2.023
C -1.088 -2.387 2.300
C -1.226 -3.093 3.490
H 1.745 -2.161 4.800
H 1.779 -0.936 2.632
H -1.866 -2.447 1.545
H -2.104 -3.693 3.684
C -1.880 2.333 5.136
C -2.692 1.411 4.482
C -2.272 0.850 3.275
C -1.048 1.150 2.653
C -0.258 2.071 3.367
C -0.647 2.652 4.575
H -2.197 2.783 6.070
H -3.651 1.135 4.917
H -2.927 0.100 2.820
H 0.720 2.352 2.965
H 0.004 3.363 5.081
C -4.374 1.967 0.605
S -3.119 3.181 0.181
C -3.077 3.968 1.789
O -3.803 4.144 -0.751
H -5.320 2.508 0.657
H -4.114 1.498 1.553
H -4.397 1.218 -0.183
H -4.096 4.213 2.091
H -2.477 4.870 1.678
H -2.599 3.286 2.494

Calculated values
Strongest force on any atom   0.566 eV/Å
Charge   -2
ΔE to the lowest compared entry with this formula, charge and spin   2.365 eV
E   -7326.719155 Ha
Kohn-Sham gap   4.734 eV
E_LUMO   3.581 eV


# 3
Entry from the OMol25 dataset: a molecular structure, C18H12N3O6Ru (wB97M-V/def2-TZVPD).

Cartesian coordinates (Å):
Ru 0.216 -1.107 -0.838
O 0.167 -2.034 5.213
C 0.120 -1.855 3.890
C -1.089 -1.720 3.190
C -1.006 -1.538 1.830
N 0.172 -1.497 1.240
C 1.330 -1.623 1.866
C 1.356 -1.813 3.225
C 2.487 -1.544 0.903
O 3.624 -1.716 1.212
O 2.094 -1.266 -0.371
C -2.129 -1.392 0.832
O -3.283 -1.426 1.125
O -1.688 -1.221 -0.444
H -0.716 -2.056 5.599
H -2.053 -1.755 3.682
H 2.286 -1.925 3.765
N 0.529 8.755 -1.464
C 0.492 7.610 -1.382
C 0.445 6.172 -1.278
C -0.744 5.551 -0.897
C -0.796 4.176 -0.809
C 0.347 3.417 -1.099
C 1.543 4.051 -1.473
C 1.588 5.425 -1.565
C 0.298 2.009 -1.016
C 0.267 0.778 -0.941
H -1.615 6.152 -0.675
H -1.711 3.678 -0.522
H 2.419 3.454 -1.688
H 2.499 5.930 -1.853
C -0.343 -5.374 -1.947
C -0.605 -3.904 -1.970
N -1.681 -3.458 -2.590
O 0.214 -3.147 -1.385
H -1.014 -5.932 -2.595
H -0.459 -5.722 -0.920
H 0.690 -5.548 -2.240
H -2.315 -4.100 -3.036
H -1.938 -2.484 -2.574

Calculated values
Strongest force on any atom   0.510 eV/Å
Charge   +1
E   -1403.431078 Ha
Spin multiplicity   5
<S²>   6.06
Kohn-Sham gap (alpha / beta)   8.267 / 6.118 eV
E_LUMO (alpha / beta)   -3.680 / -6.217 eV


# 4
Entry from the OMol25 dataset: 2 unconnected molecules or ions with the total composition CH3NO2S2 (wB97M-V/def2-TZVPD).

Cartesian coordinates (Å):
O 2.366 -1.822 0.203
N 2.667 -0.668 0.359
O 2.975 -0.124 -0.871
H 2.752 0.941 -0.825
S -2.508 -1.689 -0.242
C -1.126 -1.134 0.367
S -0.716 0.551 0.747
H -0.269 -1.703 0.722
H -1.738 1.175 0.132

Calculated values
Strongest force on any atom   4.051 eV/Å
Charge   0
ΔE to the lowest compared entry with this formula, charge and spin   3.138 eV
E   -1041.375986 Ha
Kohn-Sham gap   8.564 eV
E_LUMO   -0.453 eV
SMILES   O=NO.S=CS


# 5
Entry from the OMol25 dataset: C5H11N in the gas phase (wB97M-V/def2-TZVPD).

Cartesian coordinates (Å):
C -2.426 0.722 -0.317
C -0.942 0.484 -0.591
C -0.399 -0.677 0.182
C 1.517 -1.999 0.663
N 0.884 -0.831 0.522
C 1.700 0.365 0.747
H -3.000 -0.189 -0.517
H -2.594 0.984 0.733
H -2.841 1.520 -0.942
H -0.822 0.293 -1.671
H -0.392 1.414 -0.404
H -0.966 -1.603 0.147
H 0.998 -2.898 0.361
H 2.399 -2.052 1.285
H 1.088 1.139 1.212
H 2.106 0.723 -0.201
H 2.528 0.110 1.411

Calculated values
Strongest force on any atom   0.294 eV/Å
Charge   0
ΔE to the lowest compared entry with this formula, charge and spin   2.509 eV
E   -251.770335 Ha
Kohn-Sham gap   7.446 eV
E_LUMO   1.020 eV


# 6
Entry from the OMol25 dataset: 5 unconnected molecules or ions with the total composition C26H39N6O5 (wB97M-V/def2-TZVPD).

Cartesian coordinates (Å):
O 5.463 -1.817 6.775
N 5.594 -2.674 5.903
O 5.242 -2.167 4.701
C 3.796 -2.378 4.454
C 3.335 -1.407 3.212
N 1.793 -1.359 3.168
C 1.216 -2.666 2.673
O 0.222 -3.288 3.564
C -0.944 -2.362 3.754
C -1.015 -1.664 5.272
C -2.181 -0.583 5.674
C -3.287 -0.213 4.498
C -3.225 -0.922 2.987
C -2.032 -2.020 2.576
C 3.784 0.159 3.593
O 3.978 0.598 4.838
O 3.919 1.109 2.478
H 3.657 -3.502 4.076
H 3.177 -2.224 5.447
H 3.721 -1.737 2.157
H 1.531 -1.141 4.154
H 2.010 -3.476 2.381
H 0.634 -2.408 1.663
H -0.203 -1.928 6.107
H -2.150 -0.116 6.747
H -4.110 0.579 4.778
H -4.014 -0.625 2.168
H -1.953 -2.515 1.502
C -2.261 2.136 0.332
C -2.207 1.886 -1.172
C -3.093 0.720 -1.613
C -2.636 -0.559 -0.931
N -2.256 -1.620 -0.365
H -1.888 1.277 0.898
H -1.636 2.995 0.598
H -3.286 2.346 0.659
H -1.167 1.694 -1.462
H -2.524 2.795 -1.694
H -3.030 0.591 -2.699
H -4.140 0.912 -1.354
C 1.268 -3.031 -3.281
C 0.073 -3.876 -3.709
C -0.482 -3.472 -5.076
C -0.949 -2.026 -5.034
N -1.337 -0.827 -4.998
H 0.998 -1.977 -3.168
H 1.649 -3.374 -2.313
H 2.082 -3.103 -4.012
H -0.713 -3.791 -2.949
H 0.375 -4.929 -3.743
H -1.327 -4.115 -5.344
H 0.285 -3.580 -5.851
C 5.940 6.055 2.493
C 5.520 4.623 2.810
C 5.062 3.850 1.572
C 3.859 4.541 0.950
N 2.862 5.115 0.434
H 5.107 6.642 2.093
H 6.286 6.559 3.401
H 6.756 6.072 1.761
H 4.713 4.647 3.553
H 6.365 4.098 3.268
H 4.785 2.827 1.849
H 5.868 3.795 0.832
C -6.094 -0.159 -7.337
C -4.878 0.754 -7.215
C -4.322 0.816 -5.791
C -5.384 1.359 -4.848
N -6.266 1.809 -4.067
H -6.932 0.200 -6.730
H -6.439 -0.195 -8.375
H -5.852 -1.180 -7.022
H -5.155 1.760 -7.551
H -4.094 0.393 -7.889
H -3.445 1.471 -5.758
H -4.016 -0.180 -5.453

Calculated values
Strongest force on any atom   10.268 eV/Å
Charge   -1
ΔE to the lowest compared entry with this formula, charge and spin   14.151 eV
E   -1718.258968 Ha
Kohn-Sham gap   6.359 eV
E_LUMO   1.751 eV


# 7
Entry from the OMol25 dataset: C5H12N2 in the gas phase (wB97M-V/def2-TZVPD).

Cartesian coordinates (Å):
C 2.354 0.388 1.571
C 1.112 0.737 1.234
C -0.038 -0.227 1.131
C -0.476 -0.699 -0.262
N -1.487 -1.723 -0.061
C -0.952 0.521 -1.089
N -0.287 0.534 -2.429
H 2.577 -0.669 1.728
H 3.076 1.057 2.023
H 1.041 1.673 0.672
H -0.836 0.234 1.722
H 0.289 -1.101 1.700
H 0.409 -1.172 -0.685
H -2.295 -1.453 0.479
H -1.758 -2.126 -0.948
H -2.031 0.463 -1.207
H -0.716 1.421 -0.520
H -0.660 1.381 -2.858
H 0.678 0.762 -2.200

Calculated values
Strongest force on any atom   2.193 eV/Å
Charge   0
ΔE to the lowest compared entry with this formula, charge and spin   1.842 eV
E   -307.161638 Ha
Kohn-Sham gap   10.058 eV
E_LUMO   1.082 eV
SMILES   C=CC[C@@H](N)CN


# 8
Entry from the OMol25 dataset: C2H3N3O2 in the gas phase (wB97M-V/def2-TZVPD).

Cartesian coordinates (Å):
N -1.811 0.175 -0.090
C -0.465 -0.196 0.006
N -0.001 -1.393 0.122
O 1.395 -1.249 0.135
C 1.745 0.068 0.026
O 2.866 0.491 -0.008
N 0.536 0.736 -0.035
H -2.291 -0.424 -0.751
H -2.275 0.086 0.808
H 0.427 1.721 -0.213

Calculated values
Strongest force on any atom   0.500 eV/Å
Charge   0
ΔE to the lowest compared entry with this formula, charge and spin   1.131 eV
E   -392.751979 Ha
Kohn-Sham gap   10.406 eV
E_LUMO   0.529 eV
SMILES   Nc1noc(=O)[nH]1